The following is a quantum chemistry calculation of C13H17CrIN2O as an isolated structure, from OMol25.

Geometry as ORCA input:
```
! RIJCOSX wB97M-V def2-TZVPD def2/J DEFGRID3
* xyz 0 5
I -0.02570 -1.39160 -3.72771
Cr 0.50355 0.43938 -2.34490
O -1.86187 -3.51626 2.01277
N -0.40012 1.61484 -1.12063
N 2.05534 0.93038 -1.34090
C -0.91649 -2.65009 1.32188
C -1.69311 1.67963 -0.71547
C 1.86784 2.25683 -1.01590
C 0.48294 2.64483 -0.86070
C 3.26920 0.32603 -1.21107
C 4.41193 1.12375 -1.06705
C -2.22530 2.90902 -0.31291
C 0.00914 3.87430 -0.42411
C 2.96745 3.07994 -0.77728
C -1.44832 -4.97453 2.06799
C 4.23833 2.50769 -0.91652
C -3.19139 -3.15558 1.51960
C -1.37051 4.02170 -0.24186
H -2.23439 0.73281 -0.72125
H 3.27539 -0.76438 -1.20254
H -3.18680 -2.07192 1.30360
H -1.15354 -5.29978 1.04454
H -1.08615 -1.61038 1.65521
H 5.09546 3.16334 -0.90979
H 0.74541 4.68037 -0.27076
H -1.05518 -2.67139 0.22175
H -2.29523 -5.55632 2.46335
H -3.90023 -3.36191 2.33716
H 5.39197 0.63547 -1.08163
H -3.28896 2.96727 -0.07181
H 0.08974 -2.97788 1.57831
H -1.77024 5.00463 -0.04273
H -3.47971 -3.74474 0.63019
H 2.76318 4.13137 -0.54224
H -0.58363 -4.97681 2.76340
*
```

Results
Kohn-Sham gap (alpha / beta), eV: 2.16 / 2.71
E_HOMO (alpha / beta), hartree: -0.114 / -0.136
Electronic energy, hartree: -2032.2509
Energy relative to the best compared isomer or geometry (same formula, charge and spin), kcal per mole: 35.44